The following is a DFT calculation (ωB97M-V/def2-TZVPD) of a molecular structure, C6H8O2 in a non-equilibrium geometry.

Summary:
E_LUMO ... 0.3 eV
Energy ... -10436.64746 eV
Net charge ... 0
Kohn-Sham gap ... 9.1095 eV
Energy relative to the best compared isomer or geometry (same formula, charge and spin) ... 232.4 kcal per mole

Last column: natural (NBO) charge in e.
Atoms and positions in Å:
C: 2.086 0.407 -0.109  -0.665
C: 0.603 0.168 -0.514  0.055
C: -0.356 0.737 0.040  -0.023
C: -1.107 2.007 0.504  -0.676
C: -0.696 -0.495 -0.809  -0.355
C: -0.390 -1.884 0.002  0.781
H: 2.361 -0.281 0.823  0.264
H: 1.949 1.425 0.485  0.234
H: 2.809 0.182 -1.145  0.238
H: -0.050 2.249 1.494  0.253
H: -2.433 1.427 0.809  0.255
H: -1.363 3.040 -0.436  0.271
H: -0.938 -0.597 -1.837  0.209
H: -1.585 -3.740 -0.017  0.532
O: -1.213 -2.897 -0.412  -0.740
O: 0.322 -1.746 1.124  -0.633